[1]
{"formula": "C3H10N3O", "method": "the ωB97M-V functional and the def2-TZVPD basis", "relative_energy_kj_mol": 579.1, "orbital_gap_ev": 10.006, "homo_ev": -13.56, "charge": 1, "symbols": ["C", "C", "C", "N", "N", "N", "O", "H", "H", "H", "H", "H", "H", "H", "H", "H", "H"], "coordinates": [[-1.97965, 0.64373, -1.02971], [1.30087, 0.02697, -0.50051], [1.92365, -1.25101, -0.11056], [-1.62671, 0.11289, 0.11752], [-2.36340, 0.15205, 1.26727], [1.70461, 1.02014, 0.29492], [-0.43525, -0.50173, 0.27814], [-2.97292, 1.24216, -1.16140], [-1.30518, 0.58470, -1.88596], [1.21168, 0.14155, -1.60073], [2.48450, -1.19814, 0.73413], [2.50021, -1.53719, -1.00290], [1.28639, -2.07329, 0.00201], [-1.86239, -0.50664, 1.93913], [-3.33670, 0.29536, 1.36806], [1.40461, 2.04189, 0.05139], [2.06568, 0.80656, 1.23920]]}



[2]
{"formula": "C3H10N3O", "method": "the ωB97M-V functional and the def2-TZVPD basis", "relative_energy_kj_mol": 191.8, "smiles": "NCCOC(N)=[NH2+]", "orbital_gap_ev": 11.445, "homo_ev": -14.33, "charge": 1, "symbols": ["N", "C", "C", "O", "C", "N", "N", "H", "H", "H", "H", "H", "H", "H", "H", "H", "H"], "coordinates": [[1.78262, 0.76186, 0.06496], [1.55657, -0.57221, -0.53381], [0.60822, -1.29735, 0.44837], [-0.81747, -1.04993, 0.06072], [-1.47633, 0.16167, 0.06260], [-0.84198, 1.39016, 0.30011], [-2.76665, -0.00674, -0.10558], [2.41339, 0.68929, 0.87423], [2.04955, 1.47415, -0.48261], [2.55785, -1.11215, -0.54423], [1.02244, -0.37448, -1.50777], [0.66594, -2.47251, 0.36154], [0.73170, -0.96621, 1.48234], [0.26274, 1.22280, 0.27459], [-1.37256, 2.25108, 0.16499], [-3.35925, 0.79753, -0.32502], [-3.01678, -0.89695, -0.59544]]}



[3]
{"formula": "C3H10N3O", "method": "the ωB97M-V functional and the def2-TZVPD basis", "relative_energy_kj_mol": 813.9, "orbital_gap_ev": [7.989, 9.157], "homo_ev": [-14.08, -14.78], "charge": 1, "symbols": ["C", "C", "C", "N", "N", "N", "O", "H", "H", "H", "H", "H", "H", "H", "H", "H", "H"], "coordinates": [[1.54756, -1.89853, -0.05567], [-2.29758, 0.95093, 0.06732], [-0.46773, -0.53640, -0.07434], [1.92320, 0.92766, -0.53111], [1.58152, 1.80799, 0.22155], [0.84739, -0.70230, 0.38341], [-0.90794, 0.78403, 0.19958], [1.50289, -2.39648, 0.98093], [2.68820, -1.89598, -0.48375], [0.96698, -2.36017, -0.86876], [-2.87107, 0.12422, 0.49525], [-2.54669, 1.04898, -1.00521], [-2.85206, 1.91448, 0.46206], [-1.10702, -1.29984, 0.46624], [-0.61290, -0.79012, -1.23741], [0.59980, 1.59241, 0.64264], [2.00547, 2.72912, 0.33728]]}